Record 1
Here is a 11-piece molecular cluster, C36H97N3O11 overall at a distorted geometry from OMol25. Energies are from ωB97M-V/def2-TZVPD.

Summary:
Relative energy (zero: lowest compared OMol25 entry of this formula, charge and spin) ... 17.29 kJ/mol
Structure (SMILES) ... COC[C@H](C)N.COC[C@H](C)N.COC[C@H](C)N.CC(C)O.CC(C)O.CC(C)O.CC(C)O.CC(C)O.CC(C)O.CC(C)O.CC(C)O
HOMO-LUMO gap ... 9.454 eV
HOMO ... -9.032 eV

Each line ends with the Löwdin charge.
Geometry (Å):
C -3.57 -0.67 6.54  -0.1027
O -2.65 -0.62 5.45  -0.1862
C -3.23 0.03 4.30  -0.1983
C -2.20 0.00 3.17  -0.3955
C -0.99 0.82 3.54  -0.0504
N -2.80 0.56 1.89  0.0706
H -3.57 0.27 7.07  0.0877
H -3.34 -1.54 7.16  0.0887
H -4.55 -0.86 6.15  0.0709
H -4.15 -0.48 4.01  0.1203
H -3.52 1.07 4.51  0.1122
H -1.90 -1.05 3.04  0.1227
H -1.19 1.86 3.75  0.0737
H -0.24 0.75 2.77  0.0596
H -0.59 0.31 4.41  0.0836
H -3.51 -0.07 1.48  0.0593
H -2.05 0.67 1.23  0.0305
C -0.29 5.58 0.77  -0.0947
O -1.66 5.59 1.09  -0.1702
C -1.99 4.57 1.98  -0.2368
C -3.49 4.60 2.39  -0.4007
C -3.97 5.91 3.00  -0.0581
N -3.60 3.44 3.33  0.0377
H 0.07 4.60 0.45  0.0693
H 0.34 5.85 1.61  0.0789
H -0.10 6.30 -0.04  0.0920
H -1.74 3.53 1.65  0.1093
H -1.37 4.73 2.89  0.1248
H -4.07 4.37 1.47  0.1235
H -4.03 6.70 2.26  0.0749
H -3.38 6.20 3.87  0.0876
H -5.00 5.72 3.26  0.0652
H -3.34 2.65 2.76  0.0056
H -4.54 3.21 3.65  0.0674
C -0.13 1.78 -0.32  -0.0938
O -0.33 0.38 -0.21  -0.2161
C 0.93 -0.24 -0.07  -0.1900
C 0.63 -1.75 -0.06  -0.3817
C -0.02 -2.26 -1.34  -0.0536
N -0.17 -2.09 1.14  0.0781
H 0.63 1.97 -1.10  0.0817
H 0.39 2.15 0.57  0.0774
H -1.09 2.25 -0.52  0.0763
H 1.45 0.02 -1.01  0.1118
H 1.46 0.00 0.86  0.1313
H 1.63 -2.21 -0.01  0.1247
H -0.92 -1.71 -1.57  0.0745
H -0.23 -3.32 -1.24  0.0731
H 0.67 -2.14 -2.20  0.0660
H -0.94 -1.43 1.18  0.0433
H -0.55 -3.03 1.04  0.0671
C 4.22 -3.75 -4.58  -0.0508
C 4.48 -4.26 -3.17  -0.4658
C 3.42 -3.71 -2.20  -0.0593
O 4.50 -5.69 -3.08  -0.0487
H 4.68 -4.34 -5.37  0.0853
H 4.47 -2.69 -4.58  0.0730
H 3.15 -3.80 -4.81  0.0528
H 5.46 -3.95 -2.84  0.1334
H 3.34 -2.62 -2.16  0.0600
H 3.65 -4.11 -1.21  0.0802
H 2.42 -4.00 -2.51  0.0695
H 3.74 -6.11 -3.47  0.0852
C -1.48 -4.00 -4.31  -0.0681
C -0.74 -4.21 -5.60  -0.5060
C 0.41 -3.26 -5.80  -0.0485
O -0.19 -5.52 -5.55  -0.0580
H -2.38 -4.63 -4.32  0.0769
H -1.92 -2.99 -4.22  0.0921
H -0.84 -4.30 -3.49  0.0712
H -1.43 -4.19 -6.44  0.1358
H 1.02 -3.56 -6.65  0.0856
H 1.03 -3.21 -4.90  0.0548
H 0.03 -2.26 -5.96  0.0764
H -0.89 -6.18 -5.59  0.0870
C 4.18 3.17 -1.87  -0.0244
C 3.74 2.36 -0.66  -0.4835
C 4.36 1.01 -0.61  -0.0546
O 4.05 3.04 0.55  -0.0588
H 4.11 2.62 -2.79  0.0501
H 5.21 3.44 -1.64  0.0858
H 3.58 4.08 -1.99  0.0887
H 2.64 2.26 -0.66  0.1112
H 4.17 0.49 0.32  0.0758
H 5.43 1.09 -0.76  0.0918
H 4.05 0.39 -1.46  0.0584
H 5.01 3.02 0.69  0.1032
C -4.58 -4.82 -0.31  -0.0415
C -3.36 -3.89 -0.23  -0.4969
C -3.67 -2.43 -0.07  -0.0670
O -2.49 -4.23 0.83  -0.0649
H -5.23 -4.69 0.56  0.0799
H -4.24 -5.85 -0.48  0.0859
H -5.22 -4.50 -1.14  0.0785
H -2.70 -4.03 -1.10  0.1297
H -4.30 -2.32 0.83  0.0906
H -4.31 -2.04 -0.87  0.0780
H -2.75 -1.87 0.13  0.0541
H -2.80 -4.30 1.72  0.0928
C 3.30 1.56 -5.40  -0.0629
C 2.81 0.14 -5.33  -0.5077
C 2.53 -0.34 -3.95  -0.0574
O 1.57 0.16 -6.04  -0.0550
H 2.64 2.24 -4.83  0.0904
H 3.23 1.88 -6.44  0.0805
H 4.31 1.70 -5.03  0.0734
H 3.50 -0.55 -5.81  0.1336
H 2.24 -1.39 -3.97  0.0497
H 1.69 0.26 -3.57  0.0925
H 3.41 -0.20 -3.32  0.0666
H 1.75 0.25 -6.98  0.0953
C 2.50 2.27 3.81  -0.0423
C 1.73 3.55 3.48  -0.4859
C 1.41 4.37 4.72  -0.0542
O 2.48 4.43 2.62  -0.0639
H 3.33 2.55 4.47  0.0871
H 2.90 1.75 2.93  0.0703
H 1.86 1.62 4.35  0.0632
H 0.81 3.28 2.95  0.0982
H 0.63 3.95 5.38  0.0870
H 1.07 5.36 4.46  0.0689
H 2.35 4.50 5.27  0.0803
H 2.91 3.85 1.99  0.0266
C -4.24 1.01 -1.41  -0.0551
C -4.79 2.39 -1.08  -0.4870
C -3.96 3.52 -1.64  -0.0538
O -6.15 2.44 -1.56  -0.0552
H -4.45 0.81 -2.46  0.0854
H -4.79 0.18 -0.95  0.0633
H -3.17 0.98 -1.17  0.0681
H -4.81 2.45 0.02  0.1222
H -3.00 3.58 -1.13  0.0589
H -4.47 4.48 -1.53  0.0839
H -3.72 3.34 -2.69  0.0891
H -6.55 3.30 -1.39  0.0803
C 3.66 -2.25 4.66  -0.0508
C 2.82 -2.37 3.37  -0.5203
C 2.74 -3.79 2.89  -0.0648
O 1.52 -1.85 3.63  -0.0823
H 3.09 -2.67 5.48  0.0789
H 3.98 -1.22 4.80  0.0673
H 4.55 -2.90 4.59  0.0738
H 3.34 -1.76 2.59  0.1273
H 3.73 -4.22 2.75  0.0706
H 2.28 -3.77 1.89  0.0661
H 2.24 -4.43 3.62  0.0885
H 0.97 -2.01 2.82  0.0418


Record 2
Here is C36H99CrN9O17S2 as an isolated structure at a distorted geometry from OMol25. Energies are from ωB97M-V/def2-TZVPD.

Summary:
⟨S²⟩ ... 6.01
Net charge ... -2
Spin multiplicity ... 5
HOMO-LUMO gap (alpha / beta) ... 4.911 / 6.956 eV
HOMO (alpha / beta) ... -1.228 / -3.274 eV

Each line ends with the Löwdin spin population.
Geometry (Å):
Cr -0.53 -0.27 -2.92  3.7443
S -0.61 -0.55 -0.18  0.0113
O -1.17 0.56 -1.03  0.0541
O -1.70 -1.17 0.59  0.0064
O -0.03 -1.43 -1.24  0.0392
O 0.42 -0.06 0.73  0.0051
S -1.91 -2.01 -4.58  0.0080
O -0.47 -1.69 -4.60  0.0376
O -2.12 -3.45 -4.41  0.0006
O -2.24 -1.33 -3.30  0.0133
O -2.59 -1.43 -5.72  0.0021
C -0.49 -5.89 1.94  0.0000
C -0.59 -4.37 2.02  0.0000
C 0.79 -3.72 2.03  0.0001
O 1.55 -4.14 3.14  0.0000
C 2.82 -3.60 3.17  0.0000
N -1.53 -3.88 1.03  0.0001
H -0.10 -6.13 0.95  0.0000
H -1.49 -6.33 2.01  0.0000
H 0.05 -6.38 2.75  0.0000
H -1.01 -4.10 3.00  0.0000
H 0.76 -2.62 1.96  0.0000
H 1.36 -4.00 1.13  0.0000
H 3.47 -4.01 2.38  0.0000
H 3.30 -3.87 4.12  0.0000
H 2.86 -2.50 3.16  0.0000
H -1.42 -2.86 0.91  0.0001
H -1.32 -4.33 0.14  0.0000
C -5.86 1.92 0.01  0.0000
C -4.37 1.93 -0.29  0.0000
C -3.53 2.50 0.84  0.0002
O -3.93 3.87 1.07  0.0000
C -3.26 4.42 2.21  0.0000
N -3.92 0.60 -0.68  0.0003
H -6.38 1.40 -0.80  0.0000
H -6.31 2.91 0.10  0.0000
H -6.15 1.43 0.94  0.0000
H -4.26 2.60 -1.15  0.0000
H -2.50 2.46 0.48  0.0002
H -3.58 1.95 1.79  0.0000
H -3.68 4.02 3.14  0.0000
H -3.50 5.48 2.17  0.0000
H -2.21 4.21 2.04  0.0000
H -3.94 -0.02 0.13  0.0000
H -2.89 0.58 -0.83  0.0003
C 2.30 1.72 -4.88  0.0005
C 2.58 0.55 -4.02  0.0010
C 4.00 0.64 -3.44  -0.0006
O 5.06 0.69 -4.37  -0.0003
C 5.29 -0.60 -4.91  0.0000
N 1.57 0.44 -2.96  0.0181
H 1.40 1.59 -5.46  0.0002
H 3.11 1.80 -5.61  0.0000
H 2.26 2.65 -4.30  0.0001
H 2.52 -0.41 -4.56  0.0002
H 4.17 -0.15 -2.69  0.0000
H 4.07 1.54 -2.82  0.0001
H 4.41 -1.03 -5.39  0.0000
H 5.61 -1.31 -4.14  0.0000
H 6.08 -0.53 -5.66  0.0000
H 1.86 -0.25 -2.25  0.0032
H 1.73 1.28 -2.39  0.0038
C -1.11 3.29 -5.89  0.0015
C -0.99 2.72 -4.48  0.0046
C -1.93 3.38 -3.47  0.0015
O -1.72 4.76 -3.36  0.0004
C -2.42 5.32 -2.28  0.0000
N -1.09 1.24 -4.51  0.0320
H -0.97 4.37 -5.93  0.0004
H -2.15 3.17 -6.22  0.0002
H -0.44 2.75 -6.56  0.0002
H 0.03 2.97 -4.15  0.0005
H -1.82 2.85 -2.51  0.0013
H -2.94 3.16 -3.84  0.0001
H -2.16 4.79 -1.35  0.0000
H -3.50 5.30 -2.41  0.0000
H -2.01 6.29 -2.02  0.0000
H -2.09 1.09 -4.70  0.0023
H -0.68 1.06 -5.42  0.0029
C 0.23 -6.28 -2.37  0.0000
C 0.62 -4.91 -1.89  0.0000
C 1.60 -4.24 -2.88  0.0001
O 2.93 -4.67 -2.59  0.0000
C 3.95 -3.79 -2.95  0.0000
N -0.61 -4.12 -1.87  0.0001
H 1.05 -7.01 -2.31  0.0000
H -0.07 -6.23 -3.41  0.0000
H -0.54 -6.72 -1.74  0.0000
H 1.06 -4.89 -0.89  0.0000
H 1.62 -3.17 -2.65  0.0001
H 1.37 -4.39 -3.94  0.0000
H 3.94 -3.59 -4.03  0.0000
H 4.95 -4.18 -2.78  0.0000
H 3.81 -2.87 -2.37  0.0000
H -1.01 -4.00 -2.81  0.0000
H -0.39 -3.17 -1.59  0.0002
C -1.00 1.29 3.57  0.0000
C 0.03 0.46 4.33  0.0000
C -0.54 -0.91 4.77  0.0000
O 0.37 -1.48 5.71  0.0000
C 0.12 -2.83 6.05  0.0000
N 1.12 0.22 3.38  0.0001
H -1.48 0.63 2.84  0.0000
H -0.49 2.05 2.98  0.0000
H -1.73 1.77 4.22  0.0000
H 0.36 0.95 5.25  0.0000
H -0.56 -1.59 3.91  0.0000
H -1.54 -0.93 5.22  0.0000
H 1.12 -3.29 6.08  0.0000
H -0.50 -3.40 5.36  0.0000
H -0.23 -2.89 7.08  0.0000
H 1.51 -0.66 3.72  0.0000
H 0.76 0.12 2.42  0.0000
C -6.33 -1.04 2.46  0.0000
C -4.87 -0.76 2.80  0.0000
C -4.53 -0.96 4.26  0.0000
O -5.31 -0.08 5.08  0.0000
C -4.56 0.16 6.29  0.0000
N -4.09 -1.64 1.91  0.0000
H -6.51 -1.12 1.39  0.0000
H -6.99 -0.23 2.78  0.0000
H -6.67 -1.96 2.95  0.0000
H -4.60 0.25 2.49  0.0000
H -3.45 -0.83 4.37  0.0000
H -4.74 -2.00 4.55  0.0000
H -5.14 0.71 7.03  0.0000
H -3.70 0.77 6.01  0.0000
H -4.20 -0.76 6.74  0.0000
H -4.13 -2.61 2.20  0.0000
H -3.11 -1.37 1.91  0.0000
C 1.19 4.65 -1.46  0.0000
C 1.64 3.78 -0.32  0.0000
C 0.95 4.05 1.03  0.0000
O 1.33 5.34 1.52  0.0000
C 2.43 5.27 2.39  0.0000
N 1.40 2.42 -0.77  0.0004
H 1.31 5.71 -1.19  0.0000
H 0.15 4.59 -1.78  0.0000
H 1.76 4.50 -2.37  0.0000
H 2.71 3.97 -0.15  0.0000
H 1.19 3.27 1.76  0.0000
H -0.14 3.94 0.96  0.0000
H 3.35 5.03 1.85  0.0000
H 2.27 4.50 3.16  0.0000
H 2.55 6.21 2.93  0.0000
H 0.40 2.26 -0.88  0.0003
H 1.70 1.72 -0.10  0.0000
C 5.33 -1.13 0.11  0.0000
C 4.07 -0.50 0.70  0.0001
C 4.27 1.03 0.83  0.0000
O 5.41 1.23 1.63  0.0000
C 5.82 2.60 1.69  0.0000
N 2.95 -0.76 -0.21  0.0005
H 6.11 -0.91 0.85  0.0000
H 5.51 -0.74 -0.89  0.0000
H 5.31 -2.22 0.04  0.0000
H 3.86 -0.86 1.71  0.0000
H 3.36 1.43 1.29  0.0000
H 4.44 1.48 -0.16  0.0000
H 4.97 3.25 1.90  0.0000
H 6.35 2.82 0.76  0.0000
H 6.51 2.57 2.54  0.0000
H 2.75 -1.76 -0.12  0.0001
H 2.08 -0.41 0.25  0.0001


Record 3
Here is a 12-piece molecular cluster, C37H104F3N9O15S overall at a distorted geometry from OMol25. Energies are from ωB97M-V/def2-TZVPD.

Summary:
Relative energy (zero: lowest compared OMol25 entry of this formula, charge and spin) ... 250.83 kJ/mol
HOMO-LUMO gap ... 9.051 eV
HOMO ... -8.659 eV

Each line ends with the Löwdin charge.
Geometry (Å):
N -6.61 17.55 5.58  0.2648
H -6.63 18.14 4.77  0.0439
H -7.48 17.04 5.61  0.0496
H -6.54 18.14 6.40  0.0722
H -5.87 16.85 5.60  0.0457
C -6.87 14.70 9.00  -0.6251
F -7.00 15.83 8.27  0.0905
F -5.96 14.90 9.96  0.1342
F -8.06 14.50 9.57  0.1240
S -6.40 13.33 7.79  0.5654
O -6.20 12.07 8.56  -0.3305
O -7.51 13.14 6.81  -0.3519
O -5.19 13.79 7.07  -0.3670
C -6.83 21.14 6.67  -0.1745
C -5.27 21.07 6.37  -0.1945
O -5.07 20.88 4.98  -0.0958
O -7.58 19.91 6.77  -0.1244
H -7.26 21.73 5.86  0.1072
H -7.14 21.66 7.58  0.1072
H -4.81 20.27 6.93  0.0948
H -4.71 21.93 6.74  0.1175
H -4.16 21.10 4.81  0.0917
H -8.32 20.09 7.35  -0.0192
C -2.12 14.73 1.01  -0.2034
C -3.19 14.08 1.92  -0.1966
O -2.87 14.01 3.32  -0.1147
O -2.52 15.94 0.38  -0.1082
H -1.83 14.08 0.18  0.1138
H -1.28 15.02 1.64  0.1196
H -3.28 13.05 1.55  0.1072
H -4.16 14.57 1.83  0.1108
H -3.57 13.51 3.76  0.0014
H -1.80 16.24 -0.17  0.0810
C -7.76 20.87 2.06  -0.0641
C -7.96 19.64 2.92  -0.3657
C -8.85 18.56 2.23  -0.1849
O -9.91 19.12 1.49  -0.1930
C -10.95 18.20 1.12  -0.0673
N -6.64 19.14 3.29  0.0477
H -8.74 21.29 1.84  0.0729
H -7.19 20.82 1.13  0.0729
H -7.20 21.66 2.56  0.0723
H -8.51 19.95 3.80  0.1297
H -9.31 17.97 3.02  0.0873
H -8.28 17.79 1.69  0.1212
H -11.56 18.79 0.44  0.0956
H -11.44 17.67 1.94  0.0667
H -10.44 17.49 0.47  0.0766
H -6.11 19.89 3.72  0.0357
H -6.13 18.81 2.48  0.0382
C -3.78 20.31 1.67  -0.0344
C -4.29 19.16 0.71  -0.3694
C -3.30 18.90 -0.46  -0.2356
O -3.14 19.93 -1.35  -0.1873
C -2.42 19.61 -2.53  -0.0923
N -4.48 17.98 1.52  0.0346
H -4.55 20.91 2.16  0.0533
H -3.35 21.03 0.97  0.0676
H -2.97 20.04 2.35  0.0770
H -5.28 19.44 0.35  0.1217
H -3.62 18.02 -1.03  0.1157
H -2.33 18.59 -0.06  0.1179
H -1.49 19.13 -2.22  0.0823
H -2.13 20.48 -3.12  0.0910
H -3.04 18.90 -3.07  0.0891
H -4.22 17.16 0.98  0.0430
H -3.79 17.96 2.26  0.0608
C -5.66 10.23 5.60  -0.0273
C -5.29 10.84 4.22  -0.3975
C -6.48 11.12 3.31  -0.1942
O -7.12 9.96 2.83  -0.1961
C -6.56 9.21 1.78  -0.1106
N -4.57 12.06 4.52  0.0486
H -6.44 10.86 6.02  0.0664
H -4.76 10.13 6.21  0.0856
H -6.05 9.25 5.32  0.0758
H -4.64 10.16 3.67  0.1309
H -6.16 11.65 2.41  0.1073
H -7.36 11.62 3.71  0.1233
H -6.56 9.84 0.89  0.0808
H -7.05 8.27 1.51  0.0857
H -5.53 8.92 1.95  0.0760
H -3.87 11.75 5.17  0.0898
H -5.12 12.64 5.14  0.0524
C -9.89 16.67 7.87  -0.0169
C -10.02 16.11 6.43  -0.3878
C -10.70 16.96 5.41  -0.2152
O -12.05 17.25 5.68  -0.1896
C -12.73 17.98 4.63  -0.0742
N -8.69 15.75 5.96  0.0420
H -9.55 15.87 8.54  0.0664
H -10.89 16.92 8.22  0.0604
H -9.31 17.58 7.95  0.0759
H -10.53 15.15 6.51  0.1448
H -10.60 16.48 4.43  0.1020
H -10.24 17.95 5.39  0.1047
H -12.83 17.31 3.78  0.0778
H -12.24 18.93 4.43  0.0769
H -13.70 18.23 5.07  0.0876
H -8.80 15.14 5.17  0.0341
H -8.40 15.21 6.76  0.0346
C -11.03 20.35 6.86  -0.0309
C -10.31 21.41 7.69  -0.4177
C -11.21 22.38 8.51  -0.1967
O -10.39 23.39 9.06  -0.1853
C -11.19 24.29 9.81  -0.1018
N -9.41 20.70 8.48  0.0469
H -10.26 19.65 6.52  0.0600
H -11.47 20.81 5.97  0.0805
H -11.90 19.91 7.35  0.0779
H -9.81 22.07 6.99  0.1409
H -11.70 21.79 9.30  0.1235
H -11.99 22.76 7.85  0.1282
H -10.37 24.82 10.31  0.0950
H -11.80 23.77 10.54  0.0842
H -11.85 24.88 9.17  0.0901
H -9.11 21.30 9.24  0.0990
H -9.89 20.11 9.14  0.0685
C -7.95 18.75 11.24  -0.0540
C -9.05 19.25 12.08  -0.4491
C -10.32 18.44 11.84  -0.1763
O -10.68 18.83 10.54  -0.2289
C -12.02 18.48 10.25  -0.1170
N -8.66 19.37 13.48  0.0250
H -7.90 19.12 10.22  0.0626
H -7.96 17.67 11.10  0.0909
H -7.01 19.08 11.69  0.0829
H -9.27 20.32 11.94  0.1337
H -11.11 18.85 12.47  0.1245
H -10.27 17.35 11.84  0.1407
H -12.33 18.67 9.22  0.0721
H -12.86 18.82 10.85  0.0928
H -12.10 17.39 10.19  0.0864
H -9.35 19.93 13.95  0.0664
H -7.93 20.06 13.49  0.0662
C -3.05 17.68 5.41  -0.0614
C -3.37 16.43 6.19  -0.3872
C -3.75 16.66 7.64  -0.1938
O -4.78 17.62 7.67  -0.2105
C -4.89 18.18 8.97  -0.0964
N -4.45 15.77 5.42  0.0545
H -3.86 18.41 5.33  0.0555
H -2.74 17.41 4.40  0.0679
H -2.20 18.27 5.76  0.0789
H -2.44 15.86 6.22  0.1412
H -2.80 16.93 8.11  0.1284
H -4.03 15.72 8.12  0.1120
H -5.10 17.44 9.73  0.0848
H -5.70 18.91 9.01  0.0728
H -3.98 18.75 9.17  0.0922
H -4.70 14.97 5.97  0.0137
H -4.03 15.29 4.63  0.0546
C -7.76 14.45 2.26  -0.0466
C -9.24 14.76 2.52  -0.4123
C -10.08 14.35 1.37  -0.1922
O -11.39 14.83 1.68  -0.2093
C -12.31 14.98 0.58  -0.1037
N -9.59 13.99 3.75  0.0622
H -7.21 14.63 3.17  0.0811
H -7.33 14.98 1.41  0.0749
H -7.54 13.42 1.97  0.0609
H -9.38 15.81 2.78  0.1041
H -10.27 13.28 1.29  0.1406
H -9.60 14.81 0.50  0.1288
H -11.85 15.57 -0.21  0.0706
H -13.20 15.56 0.82  0.0862
H -12.63 14.10 0.03  0.0819
H -10.60 13.96 3.68  0.0745
H -9.40 13.03 3.50  0.0758